Here is a structure of composition C21H51N2O8Sr2 in a non-equilibrium geometry from the Open Molecules 2025 dataset. Energies are from the ωB97M-V functional and the def2-TZVPD basis.

Geometry as XYZ:
```
84
Properties=species:S:1:pos:R:3:forces:R:3
Sr 7.4869 0.5220 -1.1813 -1.561 -1.139 -0.680
Sr 5.2272 4.4751 -1.9362 -0.397 -0.914 -0.440
C 2.9140 0.7030 -1.3594 1.233 -0.188 0.266
C 4.4163 0.6755 -1.7688 -0.927 -3.614 -0.479
O 5.0280 1.7551 -2.0230 1.609 3.232 0.617
O 5.0225 -0.4357 -1.9961 -0.073 2.563 1.307
H 2.6764 1.3816 -0.5401 0.338 0.715 -0.278
H 2.5757 -0.2300 -0.9086 0.174 -0.410 -0.759
H 2.3859 0.9645 -2.2764 -0.344 -0.119 0.154
C 2.4589 -1.7232 2.7039 -0.310 0.633 0.362
O 3.4306 -1.4199 1.7338 0.939 0.214 -0.542
H 1.5346 -1.2608 2.3575 -0.500 -0.735 0.162
H 2.4724 -2.8053 2.8346 -0.472 0.183 -0.017
H 2.6800 -1.2259 3.6483 0.217 -0.196 0.210
H 3.3247 -0.4921 1.5109 -0.016 0.220 0.256
O 2.8967 3.5300 1.4370 0.306 0.686 -0.527
H 3.5535 3.7605 0.7799 0.188 0.115 0.019
H 2.1026 3.9817 1.1513 -0.676 0.114 0.219
O 4.0630 -2.6541 -0.4596 0.412 -0.433 -0.851
H 4.1367 -1.8785 -1.0156 0.056 -0.070 -0.305
H 3.5421 -2.3640 0.2892 -0.083 0.082 0.696
O 3.6433 1.3142 2.4343 0.314 -0.822 -0.184
H 4.5805 1.1915 2.2833 0.268 -0.306 0.463
H 3.4734 2.2175 2.1670 -0.501 0.362 0.159
C -0.0860 -1.1196 -5.9629 -0.311 -0.044 0.250
C -0.4980 -0.9608 -4.4169 -0.225 0.749 -2.051
C -0.4344 0.5782 -3.9684 1.716 -1.211 -0.029
C -0.8584 0.7709 -2.5141 -1.164 -1.319 -0.671
C -2.2471 0.1785 -2.2659 -1.283 -0.396 0.094
C -2.5813 -1.2683 -2.8914 -0.329 2.078 0.739
N -1.8826 -1.3659 -4.1802 -0.041 -0.801 0.597
O -2.1722 -2.6111 -4.7275 0.409 0.181 -0.183
C -2.2930 -2.3513 -1.7496 0.685 -0.134 -1.083
C -4.1183 -1.2830 -3.2167 -0.228 -0.878 0.604
C 0.4450 -1.9072 -3.6982 -0.018 0.448 1.225
H -0.1732 -2.1067 -6.4169 -0.819 -0.377 0.700
H 0.9922 -1.0452 -6.1046 0.130 0.873 0.476
H -0.5972 -0.4609 -6.6649 -0.021 0.326 0.314
H 0.6085 0.8921 -3.9256 0.695 -0.504 -0.295
H -0.7423 1.2594 -4.7617 -1.187 -0.240 0.240
H -0.7548 1.8198 -2.2362 -0.164 -0.126 0.315
H -0.2132 0.1152 -1.9294 0.567 0.450 0.242
H -3.0506 0.8666 -2.5286 0.182 0.115 -0.670
H -2.4749 0.0360 -1.2095 0.459 0.082 0.216
H -3.1319 -2.4664 -1.0633 -0.086 0.436 -0.167
H -2.0931 -3.3471 -2.1453 -0.220 0.021 -0.373
H -1.3963 -2.1134 -1.1774 -0.051 0.327 0.084
H -4.5756 -2.2232 -2.9084 0.229 -0.235 -0.003
H -4.6657 -0.5476 -2.6271 0.244 0.239 -0.106
H -4.4147 -1.1904 -4.2615 0.438 0.446 -0.046
H 1.4484 -1.5464 -3.9245 0.192 -0.375 0.253
H 0.3072 -2.9613 -3.9392 0.031 0.219 -0.467
H 0.2095 -1.8342 -2.6365 0.528 -0.035 0.200
H -2.8949 -2.4103 -5.3266 -0.368 -0.324 -0.400
C -0.2415 2.2019 1.1260 0.536 -0.321 1.494
C -1.1148 1.6395 2.3003 -1.864 -0.845 -0.972
C -2.2820 0.8828 1.5698 -0.264 -1.719 0.266
C -3.2262 0.0170 2.4698 1.950 0.751 0.568
C -2.3587 -0.9385 3.3581 -0.921 1.409 -0.690
C -1.1747 -0.2220 4.0951 -0.235 -1.891 0.459
N -0.3594 0.6055 3.1624 -1.427 1.617 -1.937
O 0.6692 1.3125 3.8268 -0.318 0.148 0.639
C -1.7766 0.4443 5.3740 0.754 0.344 -0.339
C -0.1811 -1.3567 4.5454 -0.413 0.675 0.408
C -1.7305 2.8318 3.0227 -0.080 -0.190 1.102
H -0.6765 3.0686 0.6283 -0.629 -0.453 -0.178
H 0.0125 1.3822 0.4540 0.093 0.175 -0.224
H 0.6571 2.6342 1.5661 0.325 -0.343 0.131
H -2.9043 1.5499 0.9733 0.336 0.316 -0.096
H -1.7960 0.1582 0.9165 0.086 0.035 -0.452
H -3.9834 -0.6255 2.0204 0.156 0.405 -0.749
H -3.7639 0.7498 3.0715 -0.161 -0.286 0.441
H -2.0555 -1.8270 2.8042 0.320 0.203 -0.260
H -3.1694 -1.2781 4.0027 0.776 -0.326 0.980
H -2.7486 0.9265 5.2699 0.111 0.108 -0.531
H -1.9452 -0.3095 6.1432 0.308 -0.077 -0.074
H -1.0574 1.1805 5.7329 -0.098 0.011 0.301
H 0.7140 -0.9139 4.9823 -0.173 0.059 0.389
H -0.7058 -1.9598 5.2864 0.246 -0.088 0.035
H 0.1991 -2.0114 3.7613 -0.616 0.137 -0.263
H -0.9941 3.1709 3.7513 -0.067 0.782 -0.230
H -2.6368 2.6461 3.5990 0.147 -0.778 0.210
H -2.1413 3.5664 2.3301 0.822 0.315 -0.182
H 1.4850 1.0943 3.3701 0.115 -0.331 -0.084
```
Forces are in eV/Å.

lowest unoccupied orbital energy: -12.2837 eV
highest occupied orbital energy: -13.750 eV
orbital gap: 1.47 eV
E: -1602.3897 Eh
charge: +3